1.
C3H6N2O2S | ωB97M-V with the def2-TZVPD basis set

Geometry as ORCA input:
```
! RIJCOSX wB97M-V def2-TZVPD def2/J DEFGRID3
* xyz 0 1
H 2.061 0.327 2.422
N 1.080 0.807 2.524
C 0.352 0.464 1.552
N -0.729 1.390 1.143
S 0.037 -1.014 0.830
C -0.944 -0.873 -0.717
C -0.157 -0.166 -1.941
O -0.605 -0.224 -3.251
O 1.072 0.599 -1.256
H -0.707 2.165 1.864
H -1.681 0.968 1.589
H -1.953 -0.436 -0.831
H -1.222 -2.052 -0.981
H 1.226 0.317 -0.318
*
```

The orbital gap is 10.114 eV. The energy relative to the best compared isomer or geometry (same formula, charge and spin) comes out at 5.6115 eV. As for the HOMO energy: -0.3701 Eh. Its SMILES is [H]/N=C(/N)SCC(=O)O.



2.
H60O30 | ωB97M-V with the def2-TZVPD basis set

Geometry as ORCA input:
```
! RIJCOSX wB97M-V def2-TZVPD def2/J DEFGRID3
* xyz 0 1
O -1.217 3.639 1.479
H -1.458 2.768 1.914
H -1.167 4.346 2.195
O -1.295 3.998 -1.365
H -1.970 4.373 -0.793
H -1.752 3.872 -2.210
O -1.599 0.930 2.275
H -1.227 0.856 3.179
H -1.720 0.050 1.957
O 2.160 -0.321 -2.338
H 1.355 -0.865 -2.508
H 2.344 0.137 -3.184
O -0.284 -1.725 -2.627
H -0.042 -2.650 -2.573
H -1.102 -1.633 -3.225
O -4.728 0.036 -4.272
H -4.536 0.367 -3.364
H -5.413 -0.609 -4.056
O 1.532 4.840 -1.369
H 0.641 4.685 -1.667
H 1.550 4.782 -0.382
O -4.655 0.696 0.739
H -5.073 1.509 1.015
H -3.962 0.558 1.400
O -2.634 -1.661 1.760
H -2.256 -2.142 2.520
H -1.970 -1.790 1.044
O -6.503 -2.121 -1.662
H -6.428 -2.434 -0.765
H -5.683 -2.427 -2.086
O 2.266 2.643 -3.190
H 2.758 2.394 -2.338
H 2.297 3.594 -3.083
O -2.402 -1.455 -3.953
H -2.937 -1.444 -3.179
H -2.657 -0.728 -4.510
O 1.401 -2.308 1.527
H 1.823 -2.854 0.853
H 0.607 -1.815 1.171
O 0.071 0.036 4.979
H 0.209 0.010 5.927
H 0.843 -0.376 4.566
O 0.418 1.724 -0.801
H 0.770 1.922 -1.654
H -0.232 2.434 -0.730
O 2.879 -2.892 -1.044
H 3.061 -2.432 -1.854
H 3.734 -2.763 -0.588
O 2.267 1.584 1.293
H 1.997 2.077 2.057
H 1.539 1.572 0.657
O -3.451 3.153 -3.621
H -3.638 2.421 -3.045
H -3.211 2.800 -4.477
O -1.461 -3.647 -0.061
H -0.692 -4.151 -0.416
H -1.491 -3.806 0.897
O 6.427 -0.344 2.202
H 7.356 -0.322 1.968
H 6.129 0.526 1.920
O -0.700 -3.347 3.250
H -0.509 -3.779 4.080
H 0.125 -2.970 2.839
O 5.666 2.219 1.413
H 5.118 2.657 2.071
H 5.113 2.000 0.644
O 3.813 1.440 -0.732
H 3.557 0.633 -1.150
H 3.191 1.637 0.009
O -3.823 0.914 -1.804
H -3.057 0.572 -1.267
H -4.495 1.081 -1.166
O 2.429 -0.465 3.766
H 2.345 -0.633 2.788
H 3.076 0.194 3.873
O -0.589 -0.868 -0.007
H -0.507 -1.422 -0.804
H -0.329 0.032 -0.271
O 0.968 -4.771 -1.020
H 1.741 -4.215 -1.052
H 1.123 -5.447 -1.702
O -3.596 -2.143 -1.320
H -2.964 -2.739 -0.833
H -4.029 -1.747 -0.584
O 1.672 2.326 4.157
H 0.933 1.710 4.220
H 1.258 3.195 3.992
O 4.916 -2.128 1.025
H 5.632 -1.542 1.305
H 4.334 -2.008 1.784
*
```

The orbital gap is 10.763 eV. The energy relative to the best compared isomer or geometry (same formula, charge and spin) comes out at 0.4925 eV. As for the HOMO energy: -0.4019 Eh.



3.
C3H6O3 | ωB97M-V with the def2-TZVPD basis set

Geometry as ORCA input:
```
! RIJCOSX wB97M-V def2-TZVPD def2/J DEFGRID3
* xyz 0 1
O 0.774 1.640 1.347
C -0.110 1.217 0.661
O -1.412 1.524 0.868
C 0.050 0.269 -0.497
C 0.350 -1.144 -0.002
O 0.789 -2.046 -1.020
H -1.440 2.149 1.609
H 0.847 0.613 -1.139
H -0.817 0.321 -1.149
H -0.504 -1.604 0.488
H 1.228 -1.016 0.641
H 0.245 -1.922 -1.806
*
```

The orbital gap is 11.370 eV. The energy relative to the best compared isomer or geometry (same formula, charge and spin) comes out at 0.4883 eV. As for the HOMO energy: -0.3928 Eh. Its SMILES is O=C(O)CCO.



4.
C9H24N2P | ωB97M-V with the def2-TZVPD basis set

Geometry as ORCA input:
```
! RIJCOSX wB97M-V def2-TZVPD def2/J DEFGRID3
* xyz 1 3
C -1.978 2.294 0.708
C 0.607 1.928 0.783
C -0.626 1.479 -1.269
C 3.130 0.014 -1.062
C 3.469 -0.957 1.117
C -2.144 -2.607 1.106
C -3.352 -1.110 -0.410
C -0.997 -1.427 -0.640
C -0.734 1.441 0.289
N 3.352 0.299 0.352
N -2.074 -1.441 0.281
P -0.689 -0.349 0.828
H -2.773 1.955 0.163
H -2.181 2.292 1.770
H -1.593 3.186 0.436
H 1.205 2.426 0.039
H 1.171 1.059 0.997
H 0.464 2.485 1.763
H 0.254 0.967 -1.543
H -1.374 0.957 -1.777
H -0.641 2.514 -1.357
H 3.662 -0.853 -1.420
H 2.112 0.007 -1.223
H 3.404 0.891 -1.551
H 4.312 -1.641 0.885
H 3.286 -0.675 2.138
H 2.607 -1.516 0.796
H -3.027 -2.677 1.801
H -1.938 -3.490 0.555
H -1.381 -2.692 1.842
H -4.188 -1.029 0.138
H -3.162 -0.133 -0.857
H -3.519 -1.809 -1.224
H -0.352 -2.360 -0.738
H -1.291 -1.108 -1.626
H 4.247 0.821 0.483
*
```

The orbital gap (spin up / spin down) is 7.243 / 4.540 eV. As for the expectation value of S²: 2.004. As for the HOMO energy (spin up / spin down): -0.3487 / -0.4322 Eh.



The records above give, respectively, max |F| values of 10.568 2.764 0.980 5.058 eV/Å.
The records above give, respectively, E values of -775.9339 -2293.3332 -343.6366 -807.6494 hartree.